66
Properties=species:S:1:pos:R:3 method="wB97M-V/def2-TZVPD" homo_lumo_gap_ev=9.29 multiplicity=1 smiles="NC(N)=O.NC(N)=O.NC(N)=O.CO.CO.CO.CO.CO.CO.CO" lumo_energy_ev=0.132 e_tot_ha=-1485.86955
C -5.68438 -8.34070 18.74377
O -6.91383 -7.98068 19.28578
H -5.82830 -8.90965 17.82525
H -5.01102 -7.49575 18.59973
H -5.28163 -9.03703 19.47931
H -7.44983 -8.76666 19.41439
C -5.47624 -6.25197 15.69946
O -5.52041 -5.20176 16.57447
H -4.89490 -6.02972 14.80462
H -4.94408 -7.04077 16.23116
H -6.50683 -6.48540 15.43208
H -6.28056 -5.29287 17.15366
C -8.79992 -5.17235 19.21083
O -7.90341 -5.72242 18.25091
H -8.34420 -4.91867 20.16794
H -9.29566 -4.25770 18.88564
H -9.60121 -5.87983 19.42412
H -7.55551 -6.46448 18.75081
C -4.68149 -8.30595 12.52915
O -4.26748 -8.44223 13.89038
H -5.36425 -7.45634 12.51947
H -3.90147 -8.12229 11.79028
H -5.31431 -9.15348 12.26583
H -4.93884 -8.86206 14.43318
C -4.73320 -4.77203 20.05859
O -3.87567 -4.57172 21.16810
H -4.20715 -5.41233 19.35050
H -5.63322 -5.26595 20.42480
H -4.87651 -3.90904 19.40836
H -4.12067 -3.79271 21.67278
C -2.81729 -2.76082 16.65140
O -2.93565 -4.06991 17.15475
H -3.74050 -2.18169 16.63161
H -1.98295 -2.24262 17.12412
H -2.43386 -2.86038 15.63594
H -3.82301 -4.27665 16.85234
C -7.97568 -9.20521 15.64531
O -6.79501 -9.69138 14.91635
H -7.78689 -9.14039 16.71688
H -8.20462 -8.24497 15.18311
H -8.81358 -9.85062 15.38173
H -7.08525 -10.06669 14.08178
C -10.92296 -5.76977 15.83645
O -11.63523 -5.77382 16.80575
N -9.65360 -5.81129 15.77643
N -11.33164 -5.64751 14.57727
H -9.19991 -5.62962 14.89254
H -9.19433 -5.71749 16.67107
H -12.32692 -5.73095 14.42712
H -10.57608 -5.77079 13.91846
C -8.28727 -4.75040 12.56048
O -8.76279 -5.61348 13.21578
N -7.16793 -4.16377 12.88302
N -8.77525 -4.38591 11.41679
H -6.82594 -4.35127 13.81468
H -6.75319 -3.51599 12.22845
H -8.34059 -3.56425 11.02177
H -9.54069 -4.88126 10.98224
C -1.52338 -8.84344 17.16874
O -1.42585 -10.01905 16.88243
N -0.79890 -8.41837 18.11821
N -2.17437 -7.92432 16.56290
H -0.71650 -7.44183 18.36250
H -0.11986 -9.04795 18.52150
H -2.61935 -8.18604 15.69480
H -2.04721 -6.98372 16.90814